Entry 1:
Density functional theory data (ωB97M-V/def2-TZVPD) for 8 unconnected molecules or ions with the total composition C32H64O16S8 in a non-equilibrium geometry.

Structure (SMILES) = O=S1(=O)CCCC1.O=S1(=O)CCCC1.O=S1(=O)CCCC1.O=S1(=O)CCCC1.O=S1(=O)CCCC1.O=S1(=O)CCCC1.O=S1(=O)CCCC1.O=S1(=O)CCCC1
ΔE to the lowest compared entry with this formula, charge and spin = 60.2 kcal per mole
Gap between HOMO and LUMO = 9.85 eV
HOMO energy = -9.8 eV

Cartesian coordinates (Å):
C (15.147, 1.679, 18.345)
C (14.942, 0.181, 18.453)
C (15.841, -0.334, 19.626)
S (17.351, 0.575, 19.363)
O (18.162, -0.058, 18.346)
O (17.961, 0.900, 20.609)
C (16.575, 2.038, 18.566)
H (14.491, 2.207, 19.101)
H (15.029, 2.124, 17.290)
H (15.191, -0.281, 17.493)
H (13.855, 0.026, 18.478)
H (16.063, -1.430, 19.565)
H (15.481, -0.067, 20.635)
H (17.226, 2.111, 17.688)
H (16.773, 2.927, 19.151)
C (14.673, 11.633, 17.410)
C (15.654, 11.931, 16.329)
C (15.058, 11.605, 14.929)
S (14.473, 9.954, 15.355)
O (15.522, 9.008, 15.239)
O (13.238, 9.702, 14.668)
C (14.146, 10.235, 17.103)
H (13.893, 12.394, 17.379)
H (15.110, 11.721, 18.337)
H (16.575, 11.351, 16.307)
H (15.977, 12.987, 16.218)
H (15.912, 11.481, 14.227)
H (14.234, 12.243, 14.635)
H (14.802, 9.502, 17.604)
H (13.040, 10.166, 17.175)
C (8.818, 5.591, 19.886)
C (8.617, 4.662, 18.560)
C (9.310, 5.325, 17.456)
S (10.853, 5.949, 18.117)
O (11.089, 7.344, 17.766)
O (11.890, 4.972, 17.846)
C (10.327, 5.871, 19.943)
H (8.404, 5.154, 20.758)
H (8.311, 6.570, 19.727)
H (7.583, 4.551, 18.196)
H (8.877, 3.579, 18.689)
H (8.772, 6.143, 16.980)
H (9.618, 4.626, 16.677)
H (10.529, 6.878, 20.359)
H (10.954, 5.134, 20.429)
C (20.564, 2.942, 11.360)
C (19.590, 2.105, 12.313)
C (18.750, 3.121, 13.063)
S (18.368, 4.311, 11.724)
O (18.183, 5.579, 12.464)
O (17.345, 3.783, 10.820)
C (19.874, 4.308, 10.857)
H (20.793, 2.282, 10.504)
H (21.500, 3.135, 11.892)
H (20.242, 1.493, 12.943)
H (19.019, 1.428, 11.654)
H (19.472, 3.593, 13.732)
H (17.785, 2.851, 13.400)
H (20.499, 5.156, 11.017)
H (19.670, 4.253, 9.813)
C (13.699, 4.113, 12.075)
C (12.514, 4.736, 12.926)
C (11.301, 4.895, 11.907)
S (12.152, 5.032, 10.257)
O (11.946, 6.274, 9.568)
O (11.904, 3.741, 9.580)
C (13.850, 4.907, 10.810)
H (13.453, 3.073, 11.822)
H (14.590, 4.051, 12.679)
H (12.892, 5.665, 13.328)
H (12.316, 4.031, 13.665)
H (10.759, 5.808, 12.093)
H (10.682, 3.974, 11.849)
H (14.318, 5.910, 11.025)
H (14.481, 4.438, 9.974)
C (15.122, 5.623, 17.280)
C (16.697, 5.724, 17.105)
C (17.020, 6.111, 15.679)
S (15.776, 5.255, 14.760)
O (16.044, 3.823, 14.745)
O (15.511, 5.965, 13.533)
C (14.458, 5.499, 15.956)
H (14.917, 6.645, 17.670)
H (14.864, 4.906, 18.028)
H (17.201, 4.837, 17.411)
H (17.102, 6.432, 17.784)
H (18.045, 5.845, 15.268)
H (16.755, 7.155, 15.506)
H (13.842, 4.625, 15.757)
H (13.905, 6.427, 15.582)
C (18.682, 8.974, 11.632)
C (19.321, 10.248, 11.090)
C (19.468, 11.194, 12.265)
S (18.888, 10.349, 13.687)
O (18.192, 11.274, 14.595)
O (19.966, 9.550, 14.144)
C (17.837, 9.219, 12.837)
H (19.539, 8.337, 11.995)
H (18.105, 8.364, 10.886)
H (18.643, 10.742, 10.389)
H (20.306, 10.099, 10.697)
H (18.842, 12.078, 12.086)
H (20.479, 11.471, 12.494)
H (16.840, 9.708, 12.653)
H (17.810, 8.392, 13.545)
C (14.080, 9.237, 10.958)
C (13.667, 10.690, 11.386)
C (13.817, 11.547, 10.162)
S (15.386, 11.071, 9.496)
O (16.510, 11.630, 10.199)
O (15.397, 11.278, 8.067)
C (15.031, 9.336, 9.799)
H (13.116, 8.769, 10.671)
H (14.385, 8.717, 11.844)
H (14.302, 11.009, 12.205)
H (12.654, 10.748, 11.785)
H (13.778, 12.639, 10.301)
H (13.075, 11.261, 9.453)
H (16.016, 8.873, 9.750)
H (14.562, 9.019, 8.870)

Entry 2:
Density functional theory data (ωB97M-V/def2-TZVPD) for a molecular structure, C32H64O18Zn2 in a non-equilibrium geometry.

Gap between HOMO and LUMO = 1.98 eV
HOMO energy = -5.7 eV

Cartesian coordinates (Å):
Zn (-0.034, 0.106, -5.094)
Zn (0.436, 0.110, 2.740)
C (-0.893, -0.729, -1.112)
C (-0.339, -0.274, 0.099)
C (0.758, 0.944, 0.072)
O (1.015, 1.344, 1.193)
C (1.178, 1.452, -1.180)
C (0.684, 0.842, -2.321)
C (-0.361, -0.278, -2.256)
O (-0.966, -0.747, -3.286)
O (1.100, 1.358, -3.439)
O (-0.487, -0.663, 1.248)
H (-1.703, -1.432, -0.982)
H (1.854, 2.285, -1.296)
C (-0.183, -3.868, 4.190)
C (0.426, -2.787, 3.783)
C (1.706, -2.788, 3.032)
O (2.230, -1.763, 2.474)
C (2.416, -3.919, 2.762)
C (1.869, -5.141, 3.219)
C (0.482, -5.205, 4.064)
O (0.232, -6.305, 4.572)
O (2.375, -6.276, 3.017)
O (-0.215, -1.656, 3.987)
H (-1.092, -4.014, 4.755)
H (3.366, -3.911, 2.249)
C (2.071, -2.734, -3.535)
C (1.740, -2.302, -4.937)
O (1.843, -0.917, -5.075)
H (2.981, -2.343, -3.080)
H (2.102, -3.814, -3.390)
H (1.280, -2.503, -2.821)
H (0.773, -2.641, -5.311)
H (2.548, -2.721, -5.537)
H (2.770, -0.689, -5.178)
C (4.167, 1.516, 4.448)
C (2.809, 0.879, 4.821)
O (1.842, 1.116, 3.847)
H (5.016, 1.129, 5.012)
H (4.131, 2.591, 4.622)
H (4.408, 1.309, 3.406)
H (2.502, 1.282, 5.786)
H (2.993, -0.180, 5.004)
H (1.915, 2.063, 3.709)
C (-1.727, -3.886, 0.397)
C (-0.962, -4.139, -0.903)
O (-1.961, -4.368, -1.820)
H (-1.093, -3.144, 0.882)
H (-1.760, -4.775, 1.027)
H (-2.694, -3.427, 0.188)
H (-0.316, -5.017, -0.908)
H (-0.361, -3.351, -1.356)
H (-2.183, -3.449, -1.990)
C (-2.769, 1.113, 4.736)
C (-1.315, 1.616, 4.762)
O (-0.838, 1.592, 3.456)
H (-3.120, 0.850, 5.734)
H (-2.831, 0.197, 4.150)
H (-3.480, 1.784, 4.253)
H (-0.677, 1.005, 5.401)
H (-1.234, 2.658, 5.072)
H (-1.248, 2.304, 2.960)
C (-5.009, 1.275, 0.386)
C (-4.425, -0.105, 0.762)
O (-5.025, -0.636, 1.915)
H (-6.071, 1.359, 0.615)
H (-4.804, 1.413, -0.675)
H (-4.594, 2.109, 0.951)
H (-3.380, -0.117, 1.070)
H (-4.678, -0.730, -0.095)
H (-4.339, -1.120, 2.380)
C (4.473, -1.174, -0.732)
C (4.502, -0.024, 0.315)
O (4.697, -0.589, 1.591)
H (4.448, -0.874, -1.780)
H (3.720, -1.955, -0.629)
H (5.394, -1.699, -0.477)
H (3.611, 0.604, 0.339)
H (5.341, 0.653, 0.153)
H (3.911, -1.086, 1.833)
C (4.774, 3.917, 0.746)
C (3.512, 4.697, 0.795)
O (3.490, 5.412, 2.041)
H (5.641, 4.575, 0.802)
H (4.806, 3.568, -0.287)
H (4.881, 3.152, 1.514)
H (2.614, 4.102, 0.631)
H (3.544, 5.402, -0.035)
H (3.808, 6.313, 1.954)
C (-3.655, 2.296, -4.181)
C (-2.099, 2.408, -4.188)
O (-1.576, 1.506, -5.143)
H (-3.966, 2.171, -5.218)
H (-3.951, 3.264, -3.777)
H (-4.183, 1.592, -3.537)
H (-1.624, 2.255, -3.219)
H (-1.960, 3.469, -4.400)
H (-1.798, 1.816, -6.024)
C (0.209, 4.927, -1.846)
C (-0.692, 4.184, -0.843)
O (-0.318, 4.156, 0.513)
H (-0.234, 4.764, -2.829)
H (1.219, 4.518, -1.838)
H (0.312, 6.005, -1.727)
H (-1.005, 3.213, -1.227)
H (-1.613, 4.759, -0.742)
H (0.374, 3.494, 0.575)
C (-5.405, -3.381, -3.441)
C (-4.328, -2.286, -3.684)
O (-3.753, -1.960, -2.464)
H (-6.290, -2.924, -3.000)
H (-5.056, -4.117, -2.716)
H (-5.676, -3.918, -4.350)
H (-4.503, -1.373, -4.253)
H (-3.588, -2.903, -4.194)
H (-2.858, -1.668, -2.649)

Entry 3:
Density functional theory data (ωB97M-V/def2-TZVPD) for 8 unconnected molecules or ions with the total composition C32H64O24 in a non-equilibrium geometry.

Structure (SMILES) = CCOC(=O)OC.CCOC(=O)OC.CCOC(=O)OC.CCOC(=O)OC.CCOC(=O)OC.CCOC(=O)OC.CCOC(=O)OC.CCOC(=O)OC
ΔE to the lowest compared entry with this formula, charge and spin = 54.2 kcal per mole
Gap between HOMO and LUMO = 11.16 eV
HOMO energy = -10.6 eV

Cartesian coordinates (Å):
C (-9.269, 1.503, -1.671)
C (-8.882, 1.005, -0.346)
O (-7.430, 0.690, -0.467)
C (-6.909, 0.322, 0.770)
O (-7.455, 0.234, 1.829)
O (-5.607, 0.104, 0.566)
C (-4.855, -0.473, 1.651)
H (-8.591, 2.332, -1.926)
H (-10.283, 1.903, -1.600)
H (-9.149, 0.721, -2.448)
H (-9.386, 0.141, 0.054)
H (-8.970, 1.763, 0.475)
H (-3.865, 0.016, 1.690)
H (-4.869, -1.575, 1.585)
H (-5.379, -0.303, 2.597)
C (-1.372, -0.352, 3.920)
C (-0.507, 0.675, 4.626)
O (0.731, 0.778, 3.876)
C (1.576, -0.176, 4.102)
O (1.604, -0.851, 5.135)
O (2.341, -0.328, 3.005)
C (3.684, -0.767, 3.274)
H (-1.696, -0.022, 2.935)
H (-2.235, -0.572, 4.461)
H (-0.694, -1.187, 3.877)
H (-0.307, 0.446, 5.667)
H (-0.920, 1.695, 4.485)
H (4.290, 0.003, 2.859)
H (3.771, -1.673, 2.664)
H (3.818, -1.058, 4.399)
C (0.599, -1.968, -5.240)
C (0.772, -2.097, -3.738)
O (-0.325, -2.838, -3.229)
C (-0.154, -3.464, -2.118)
O (0.790, -3.408, -1.355)
O (-1.271, -4.158, -1.795)
C (-1.309, -4.832, -0.558)
H (0.727, -2.974, -5.651)
H (1.294, -1.241, -5.713)
H (-0.373, -1.704, -5.465)
H (0.878, -1.101, -3.334)
H (1.629, -2.701, -3.502)
H (-2.261, -5.220, -0.536)
H (-1.039, -4.136, 0.292)
H (-0.520, -5.621, -0.507)
C (4.273, -7.021, 1.392)
C (3.808, -6.539, 0.075)
O (3.948, -5.079, -0.039)
C (3.120, -4.367, 0.751)
O (2.244, -4.826, 1.431)
O (3.414, -3.050, 0.711)
C (4.724, -2.706, 0.099)
H (4.112, -8.114, 1.541)
H (3.749, -6.568, 2.217)
H (5.310, -6.663, 1.449)
H (2.754, -6.826, -0.163)
H (4.405, -6.959, -0.739)
H (5.532, -3.254, 0.629)
H (4.803, -1.602, 0.093)
H (4.738, -2.976, -0.955)
C (7.813, 0.418, 1.847)
C (7.660, 1.437, 0.790)
O (6.633, 2.432, 1.020)
C (5.398, 1.916, 1.088)
O (5.046, 0.857, 0.619)
O (4.586, 2.714, 1.853)
C (3.227, 2.810, 1.382)
H (6.999, -0.355, 1.873)
H (7.901, 0.847, 2.842)
H (8.815, -0.042, 1.639)
H (7.529, 0.915, -0.180)
H (8.614, 1.972, 0.741)
H (2.694, 3.759, 1.570)
H (2.666, 2.041, 1.788)
H (3.144, 2.835, 0.284)
C (-6.055, 3.599, -0.543)
C (-5.042, 3.942, 0.505)
O (-3.752, 3.595, -0.092)
C (-2.752, 3.784, 0.754)
O (-2.822, 4.531, 1.679)
O (-1.674, 3.104, 0.328)
C (-0.534, 2.968, 1.201)
H (-5.901, 4.261, -1.384)
H (-7.065, 3.732, -0.156)
H (-5.923, 2.576, -0.969)
H (-5.215, 3.401, 1.417)
H (-4.975, 5.004, 0.741)
H (0.342, 3.088, 0.641)
H (-0.501, 1.956, 1.542)
H (-0.569, 3.658, 2.082)
C (-4.042, -0.548, -2.508)
C (-3.342, 0.697, -2.029)
O (-1.901, 0.578, -1.850)
C (-1.511, 0.055, -0.678)
O (-2.162, -0.389, 0.217)
O (-0.182, 0.175, -0.636)
C (0.581, -0.371, 0.502)
H (-3.666, -0.995, -3.391)
H (-5.109, -0.226, -2.651)
H (-4.072, -1.331, -1.754)
H (-3.840, 1.086, -1.123)
H (-3.366, 1.456, -2.800)
H (1.091, -1.230, 0.173)
H (-0.113, -0.556, 1.335)
H (1.213, 0.421, 0.896)
C (3.278, 0.734, -2.518)
C (3.528, 2.133, -3.136)
O (2.955, 3.126, -2.266)
C (1.784, 3.581, -2.737)
O (1.426, 3.557, -3.874)
O (1.184, 4.047, -1.684)
C (-0.069, 4.708, -1.964)
H (2.250, 0.436, -2.530)
H (3.755, 0.867, -1.525)
H (3.867, -0.041, -3.048)
H (3.055, 2.176, -4.099)
H (4.562, 2.396, -3.208)
H (-0.154, 5.490, -1.190)
H (-0.839, 4.049, -1.950)
H (-0.009, 5.184, -2.961)

Question: Which of these has the highest gap between HOMO and LUMO?
Answer: C32H64O24

Question: What is the gap between HOMO and LUMO in the first record?
Answer: 9.85 eV

Question: Which formula does entry 2 have?
Answer: C32H64O18Zn2